18
Properties=species:S:1:pos:R:3:forces:R:3 method="wB97M-V/def2-TZVPD" gap_ev=10.39 homo_energy_ev=-9.4 e_lumo_ev=0.981 mol_weight_g_mol=137.13 fmax_ev_per_a=5.41 total_charge=0 e_above_lowest_ev=2.7364
F -2.149 1.409 -2.954 -0.05 -0.40 -0.75
F 1.472 0.637 -0.141 -0.30 -0.82 1.16
O -0.393 -1.706 -0.267 -0.31 -1.41 1.37
N -1.194 -0.610 -0.315 -0.82 -0.87 -0.42
C 0.376 0.349 1.946 -0.54 1.41 -0.77
C -1.951 1.211 -1.605 -0.34 2.34 0.88
C -1.055 0.027 -1.373 -0.64 1.53 -1.64
C 1.431 -0.166 1.045 1.19 0.16 -0.86
C 2.267 -1.199 0.996 -0.37 3.43 -4.16
H 0.317 1.495 1.611 -0.32 -2.43 1.44
H -0.285 -0.180 -2.169 -0.79 0.05 0.78
H -3.019 1.235 -1.139 2.19 -0.52 -0.34
H 2.790 -1.245 -0.013 -0.30 -0.36 1.75
H -0.537 -0.207 1.638 0.30 0.88 0.17
H 2.448 -1.791 1.778 0.57 -2.44 2.66
H 0.455 0.125 3.029 0.58 0.53 -0.69
H 0.397 -1.535 -0.764 0.87 0.09 -0.64
H -1.369 2.152 -1.302 -0.92 -1.18 0.09

---

65
Properties=species:S:1:pos:R:3:forces:R:3 method="wB97M-V/def2-TZVPD" gap_ev=6.27 homo_energy_ev=-10.1 e_lumo_ev=-3.867 mol_weight_g_mol=678.79 fmax_ev_per_a=4.25 total_charge=+1 e_above_lowest_ev=4.2684
Ru -0.818 -0.795 -1.113 1.28 -3.11 -2.59
S 0.174 -3.264 -1.263 -1.33 1.26 0.22
S -4.387 -3.954 -0.744 0.38 0.57 0.11
S -2.590 0.644 -3.419 0.76 -0.94 -0.77
P 0.393 2.071 -0.305 0.58 0.68 1.29
O -0.413 1.554 -1.450 -0.83 -1.11 -0.60
O 1.526 -0.743 -1.062 -1.06 1.65 -0.28
N -2.747 -3.161 -2.735 0.27 0.14 -0.41
N -2.761 -1.985 -0.703 1.28 0.80 -1.31
N -3.380 -1.958 0.484 -0.43 0.34 1.13
N 2.342 -1.749 -1.080 0.06 -1.44 -0.17
C -0.469 3.722 1.807 0.05 -0.04 -0.07
C 0.389 -1.526 2.532 0.16 0.00 0.00
C 4.406 3.658 -1.773 0.02 0.00 0.07
C -0.448 3.490 0.439 0.31 -0.47 -0.14
C 1.605 0.318 1.575 -0.18 0.23 -0.10
C -1.868 5.638 1.433 0.00 -0.01 0.00
C 2.771 -4.088 -1.218 0.16 0.17 0.04
C -5.079 -3.120 1.857 -0.11 -0.27 0.20
C 4.122 -3.860 -1.106 -0.13 0.20 -0.01
C -4.246 -2.880 0.657 -0.04 -0.28 -0.63
C 1.576 -0.831 2.351 -0.18 -0.10 0.08
C -0.765 0.075 1.151 -0.45 0.38 0.28
C 3.963 4.006 -0.505 0.06 0.02 0.08
C 2.778 3.484 -0.021 -0.04 -0.06 0.00
C 1.867 -3.022 -1.184 -0.08 0.45 0.02
C 3.680 2.769 -2.550 0.06 0.01 -0.05
C 2.046 2.602 -0.808 -0.56 -0.08 0.21
C -3.168 -2.963 -1.488 -0.44 0.02 0.45
C 2.496 2.238 -2.070 -0.08 -0.14 -0.03
C -1.184 4.800 2.299 0.01 0.06 0.14
C 0.446 0.766 0.966 0.17 0.26 -0.14
C 3.666 -1.518 -0.977 0.34 0.15 0.05
C -1.848 5.400 0.066 0.01 0.03 -0.02
C -1.136 4.325 -0.432 0.02 0.01 -0.10
C 4.573 -2.546 -0.971 -0.07 -0.09 -0.01
C -4.805 -4.511 2.435 -0.11 0.11 0.07
C -1.554 -0.416 -2.999 -0.41 1.06 2.77
C -0.789 -1.061 1.962 -0.03 -0.05 -0.10
H 2.372 -5.083 -1.332 -0.05 -0.08 0.02
H -2.390 6.047 -0.607 -0.03 0.08 -0.05
H -2.420 6.478 1.824 -0.07 0.07 0.04
H -1.214 4.981 3.363 0.01 0.04 0.09
H -6.132 -3.053 1.571 0.02 0.11 0.04
H 2.488 -1.187 2.807 0.06 -0.05 0.06
H 4.029 2.507 -3.538 0.03 -0.04 -0.08
H 4.822 -4.679 -1.128 0.05 -0.09 0.01
H 5.319 4.090 -2.153 0.09 0.02 -0.05
H -4.845 -5.265 1.650 -0.02 -0.11 0.05
H 4.530 4.698 0.099 0.06 0.05 0.03
H 0.066 3.061 2.475 -0.02 -0.04 0.11
H -4.871 -2.344 2.592 -0.03 0.07 -0.06
H -1.732 -1.552 2.160 0.09 -0.01 -0.12
H 0.376 -2.423 3.133 0.00 -0.04 0.04
H -5.552 -4.762 3.182 -0.01 -0.04 0.09
H -1.984 -2.581 -3.072 -0.14 -0.45 0.07
H 2.408 3.769 0.954 -0.01 0.12 0.09
H 2.530 0.852 1.423 0.16 0.02 -0.08
H -2.995 -4.002 -3.225 0.10 0.04 -0.06
H 1.905 1.550 -2.657 -0.01 -0.02 -0.09
H -1.106 4.114 -1.492 -0.09 0.05 -0.08
H -1.708 0.527 0.805 0.34 -0.23 0.26
H -3.822 -4.549 2.898 0.09 -0.05 0.00
H 5.621 -2.322 -0.863 0.09 0.07 -0.04
H 3.941 -0.477 -0.908 -0.09 0.04 0.01

---

15
Properties=species:S:1:pos:R:3:forces:R:3 method="wB97M-V/def2-TZVPD" gap_ev=9.36 homo_energy_ev=-8.8 e_lumo_ev=0.581 mol_weight_g_mol=103.19 fmax_ev_per_a=6.39 total_charge=0 e_above_lowest_ev=5.1821
S 0.694 1.747 0.750 0.59 -1.59 1.01
N -2.038 0.806 -0.186 5.63 -0.23 2.01
C -1.694 -0.522 0.482 -2.73 -0.07 3.43
C 0.603 0.193 -0.317 -0.54 0.02 -1.63
C -0.927 -0.251 -0.599 3.01 2.44 -5.08
C 1.642 -0.917 0.012 0.29 -1.09 3.68
H -1.063 1.468 0.522 -3.76 -0.96 -2.35
H 2.749 -0.796 -0.388 -2.49 0.22 0.95
H 0.929 0.641 -1.220 0.13 0.27 -1.19
H -2.565 -1.165 0.275 0.71 -0.31 1.36
H -1.026 -0.676 -1.694 0.07 0.63 2.51
H 0.825 2.695 -0.164 -0.17 0.01 -0.57
H 1.605 -0.796 1.300 0.83 -1.02 -3.58
H -1.073 -0.377 1.449 -1.81 -1.06 -0.95
H 1.337 -2.048 -0.222 0.24 2.72 0.39

---

88
Properties=species:S:1:pos:R:3:forces:R:3 method="wB97M-V/def2-TZVPD" gap_ev="6.72 / 4.90" homo_energy_ev="-6.6 / -7.3" spin_multiplicity=6 e_lumo_ev="0.099 / -2.378" mol_weight_g_mol=771.83 fmax_ev_per_a=4.14 s2=8.7964 total_charge=0 e_above_lowest_ev=1.1787
Ir -1.974 -0.818 1.636 1.51 1.95 -1.28
Cl 0.289 -0.370 1.809 0.34 -0.19 0.97
Cl -1.941 0.471 -0.278 -0.49 0.21 -0.31
P -3.999 -0.951 2.532 -1.65 0.68 2.05
P 1.518 1.208 -0.800 0.31 0.00 -0.19
C 1.581 5.370 -0.584 0.03 -0.11 -0.02
C -0.669 -5.760 -0.443 0.06 0.17 0.24
C -0.659 -4.419 -0.853 -0.34 -0.05 0.29
C 1.106 3.934 -0.843 0.16 0.20 0.21
C 2.737 3.066 0.911 -0.11 0.26 0.00
C 3.220 4.500 1.182 -0.05 -0.09 -0.13
C 5.460 -0.360 -1.124 -0.08 -0.03 0.01
C -1.790 -5.150 1.618 -0.14 0.40 -0.07
C -4.835 -1.180 0.919 -0.13 0.00 -0.28
C 2.212 2.916 -0.525 0.13 -0.27 -0.36
C 2.178 5.563 0.815 -0.12 -0.09 0.06
C -1.817 -3.766 1.218 -0.10 0.10 0.40
C 4.194 0.392 -1.558 0.36 -0.22 0.09
C 1.245 0.706 -5.557 0.09 -0.05 0.02
C -5.480 -0.883 3.607 -0.51 0.63 0.37
C -2.350 -2.700 2.046 0.42 -4.12 0.05
C 1.629 2.079 -4.983 -0.07 -0.02 0.02
C 2.171 1.991 -3.552 -0.04 -0.14 -0.24
C -2.963 0.184 3.825 0.08 0.05 -0.58
C -7.794 -0.944 5.184 0.30 -0.05 -0.31
C 2.717 -1.316 -0.440 0.09 0.00 0.16
C -6.623 -1.576 5.625 -0.32 0.18 -0.10
C -1.244 -3.450 -0.040 0.23 -0.01 -0.22
C -5.468 -1.549 4.849 -0.43 0.30 -0.53
C 5.183 -1.852 -0.887 -0.09 -0.09 -0.06
C 3.946 -2.130 -0.013 0.05 0.13 -0.03
C -1.226 -6.121 0.800 -0.09 0.19 -0.07
C 3.066 0.178 -0.552 -0.32 0.09 -0.15
C 0.380 -0.139 -4.610 0.02 0.09 0.16
C 1.186 1.231 -2.655 0.11 0.21 0.45
C -7.793 -0.240 3.976 0.11 0.06 0.41
C 0.949 -0.189 -3.184 -0.05 0.12 -0.26
C -6.623 -0.145 3.228 0.18 -0.77 0.03
H -3.525 1.116 3.959 0.19 -0.31 -0.09
H 2.635 6.557 0.878 -0.08 -0.06 0.06
H 4.179 -1.886 1.034 -0.03 -0.03 -0.15
H -8.706 -0.991 5.776 0.22 -0.05 -0.09
H 5.862 0.095 -0.208 -0.09 -0.04 -0.10
H 3.576 2.381 1.098 -0.24 0.13 -0.08
H 3.425 0.502 0.442 -0.11 -0.15 -0.22
H 1.901 -0.744 -3.194 -0.23 0.13 0.00
H -6.610 0.471 2.329 -0.05 -0.26 0.15
H -6.638 -2.109 6.570 0.08 0.07 -0.07
H -5.509 -2.029 1.094 -0.04 0.27 -0.17
H 0.213 1.761 -2.696 0.22 -0.17 -0.05
H 1.938 2.789 1.615 0.09 0.07 -0.06
H -2.219 -5.422 2.588 0.17 0.08 -0.34
H 0.712 0.845 -6.505 0.14 -0.06 0.07
H 3.491 4.594 2.240 0.02 0.05 -0.14
H 5.038 -2.337 -1.864 0.02 0.06 0.12
H 3.882 0.000 -2.537 0.09 0.08 0.23
H 4.136 4.674 0.599 -0.10 -0.01 0.06
H 0.780 3.860 -1.892 0.09 -0.09 0.27
H 2.385 2.549 -5.625 -0.19 -0.04 0.02
H 2.334 -1.688 -1.401 0.13 0.05 0.18
H 0.739 6.056 -0.731 0.16 0.02 0.00
H 3.062 3.080 -1.213 -0.23 0.07 0.19
H 1.369 5.539 1.557 0.05 -0.02 -0.08
H -0.215 -6.522 -1.070 -0.08 0.10 0.07
H -4.093 -1.438 0.154 -0.43 0.20 0.05
H 0.747 2.736 -4.990 0.09 -0.08 0.01
H -0.209 -4.132 -1.810 -0.19 -0.12 0.39
H -5.377 -0.261 0.675 0.06 -0.29 -0.29
H -2.939 -0.443 4.730 0.03 0.26 -0.46
H -0.634 0.283 -4.560 0.12 -0.05 -0.03
H -1.261 -2.400 -0.354 0.14 -0.37 -0.07
H 3.705 -3.201 -0.048 0.10 0.17 0.08
H -1.211 -7.176 1.119 -0.02 0.65 -0.17
H 0.224 3.701 -0.226 0.14 0.07 -0.05
H 1.912 -1.437 0.298 0.27 -0.11 -0.32
H 6.063 -2.319 -0.426 -0.12 0.02 -0.15
H -1.935 0.403 3.487 -0.14 0.35 0.70
H 2.362 3.004 -3.174 -0.05 -0.22 -0.08
H 2.165 0.150 -5.787 -0.10 0.06 0.05
H 3.136 1.469 -3.564 -0.25 0.19 -0.08
H -8.700 0.251 3.629 0.20 -0.01 0.13
H 6.225 -0.250 -1.904 -0.02 -0.03 0.20
H -2.879 -3.015 2.969 0.73 -0.19 -0.37
H 2.340 5.624 -1.338 -0.08 -0.01 0.08
H 0.288 -1.161 -4.999 -0.05 0.16 -0.03
H 4.426 1.459 -1.683 -0.07 -0.23 -0.01
H 0.252 -0.728 -2.525 0.18 0.07 -0.08
H -4.560 -2.039 5.191 -0.17 -0.08 -0.07